1.
Computed, not measured: a cluster of 2 separate species, C5H8NO3S2 in total at a distorted geometry, with the ωB97M-V functional and the def2-TZVPD basis.

XYZ file:
```
19
Properties=species:S:1:pos:R:3:forces:R:3
C 1.528 0.790 -1.426 1.04 -0.30 -0.32
C 0.241 0.842 -1.115 -0.79 0.22 0.83
C -2.151 0.204 0.375 -2.46 0.38 -0.08
C 0.652 -1.517 1.129 0.18 0.32 -0.02
C -0.225 0.964 0.263 4.30 0.88 0.42
N -2.866 0.398 1.354 0.14 -0.03 -0.38
O -1.283 -1.675 -1.218 -0.54 0.39 0.00
O -2.523 0.195 -2.203 -0.07 -0.26 0.59
O -3.696 -1.459 -0.816 0.13 0.13 -0.10
S 0.731 0.246 1.568 -0.42 0.20 -0.32
S -2.437 -0.783 -1.123 -0.56 -1.09 -0.72
H 1.874 0.756 -2.444 -0.04 -0.16 -0.29
H 2.291 0.796 -0.659 0.05 0.07 0.07
H -0.536 0.843 -1.867 0.08 0.28 -0.21
H 0.115 -2.041 1.916 -0.03 -0.04 0.03
H 1.664 -1.903 1.045 0.03 -0.10 -0.04
H 0.114 -1.609 0.186 0.13 -0.11 0.09
H -0.495 1.975 0.560 -0.81 -0.30 0.12
H -3.778 -0.059 1.292 -0.36 -0.50 0.32
```
Forces are in eV/Å.

Summary:
Energy relative to the best compared isomer or geometry (same formula, charge and spin) = 43.01 kcal/mol
Spin multiplicity = 3
Net charge = -1
E_HOMO (spin up / spin down) = -1.05 / -5.61 eV

2.
Computed, not measured: a structure of composition C6H8CuO6 at a distorted geometry, with the ωB97M-V functional and the def2-TZVPD basis.

XYZ file:
```
21
Properties=species:S:1:pos:R:3:forces:R:3
O -1.479 0.913 3.710 -0.12 -0.29 -0.89
C -2.380 0.408 4.417 1.48 1.24 1.55
O -2.483 0.524 5.647 0.30 0.28 -0.27
O -3.328 -0.369 3.799 -0.75 -0.80 -0.76
C -3.255 -0.427 2.422 -0.58 -0.37 0.58
C -3.190 -1.725 1.859 0.35 0.54 0.60
C -3.468 -1.986 0.454 -0.46 0.05 -0.23
C -2.767 -3.159 -0.185 -0.26 -0.45 -0.15
O -1.346 -2.754 -0.380 -0.29 0.72 0.46
C -0.478 -3.439 -0.952 5.97 3.77 -0.58
O -0.602 -4.591 -1.391 0.03 -1.09 -0.51
Cu -0.611 2.002 6.008 -1.13 -0.92 -0.53
H -2.195 -0.149 2.072 0.55 0.31 0.18
H -3.884 0.308 1.894 0.19 -0.02 -0.01
H -2.886 -2.550 2.516 -0.08 0.22 -0.06
H -3.454 -1.079 -0.167 0.02 -0.19 0.12
H -4.549 -2.267 0.516 0.18 0.02 -0.15
H -3.175 -3.365 -1.178 0.06 -0.06 0.17
H -2.753 -4.057 0.441 -0.07 0.13 -0.13
O 0.924 -2.846 -1.153 -4.75 -3.18 0.58
H 0.945 -1.883 -0.996 -0.65 0.07 0.03
```
Forces are in eV/Å.

Summary:
Energy relative to the best compared isomer or geometry (same formula, charge and spin) = 56.61 kcal/mol
Spin multiplicity = 2
Net charge = +2
E_HOMO (spin up / spin down) = -15.66 / -15.66 eV

3.
Computed, not measured: a cluster of 7 separate species, C13H44N4O6 in total at a distorted geometry, with the ωB97M-V functional and the def2-TZVPD basis.

XYZ file:
```
67
Properties=species:S:1:pos:R:3:forces:R:3
N 7.908 -20.536 8.961 0.18 0.18 0.19
H 7.226 -20.839 8.280 -1.00 0.14 -0.91
H 8.281 -21.371 9.390 1.15 -2.30 1.28
H 7.532 -20.024 9.746 -0.68 0.80 0.26
H 8.697 -20.067 8.541 0.47 0.75 -0.63
C 10.241 -23.070 9.961 -1.74 0.01 -0.55
O 9.001 -22.623 10.374 -0.76 0.64 0.23
H 10.390 -22.736 8.934 0.84 0.39 -0.46
H 11.048 -22.743 10.615 0.55 -0.20 0.07
H 10.166 -24.151 9.842 0.82 -0.68 0.36
O 6.607 -24.316 9.211 -0.58 -0.65 -0.16
H 7.413 -23.947 9.572 0.78 0.75 0.67
H 6.324 -23.680 8.555 -0.14 0.35 -0.18
O 8.897 -22.267 13.170 -0.13 -0.18 1.44
H 8.931 -22.382 12.220 -0.11 -0.17 -1.51
H 9.758 -22.550 13.477 0.12 -0.05 0.07
C 11.862 -19.846 12.337 -0.06 -0.65 -0.28
C 10.705 -18.929 12.031 0.21 0.17 -0.55
C 11.036 -18.051 10.745 0.06 -0.42 0.63
O 12.039 -17.095 10.920 1.05 1.41 1.21
C 12.346 -16.378 9.736 0.13 -0.85 0.27
N 9.511 -19.749 11.808 1.09 1.05 -0.07
H 11.608 -20.588 13.094 0.05 0.61 0.77
H 12.766 -19.266 12.523 0.08 -0.35 0.14
H 11.996 -20.550 11.516 0.40 0.35 -0.67
H 10.486 -18.367 12.939 0.22 0.77 -0.26
H 10.135 -17.553 10.386 -0.38 -0.07 -0.09
H 11.461 -18.666 9.951 -0.72 -0.90 -0.21
H 12.738 -17.091 9.010 -0.51 -0.16 -0.61
H 13.197 -15.705 9.842 -0.26 0.23 0.78
H 11.458 -15.840 9.404 0.06 0.04 -0.41
H 8.849 -19.105 11.400 -0.56 -0.33 -0.32
H 9.817 -20.433 11.131 -0.78 -0.58 -0.39
C 8.186 -28.145 8.718 0.44 0.50 1.20
C 9.048 -26.839 8.783 -0.11 0.84 -0.69
C 10.583 -27.070 8.775 -0.57 -1.00 0.10
O 10.952 -27.853 9.924 -0.27 0.65 -0.01
C 10.984 -27.065 11.128 0.27 -0.29 -0.94
N 8.645 -25.873 7.750 0.62 -0.25 -1.63
H 8.396 -28.727 9.615 0.20 -0.12 0.08
H 8.346 -28.824 7.880 0.42 0.46 -0.30
H 7.111 -27.974 8.777 0.04 0.54 -0.18
H 8.894 -26.165 9.625 -0.35 -1.30 1.30
H 11.159 -26.147 8.700 -0.20 0.53 0.55
H 10.955 -27.609 7.904 -0.42 -0.48 -0.10
H 10.086 -26.467 11.282 -0.14 -0.14 0.00
H 11.821 -26.377 11.012 0.18 0.14 0.47
H 11.119 -27.760 11.957 0.10 0.14 -0.05
H 9.337 -25.137 7.733 0.50 0.10 -0.19
H 7.838 -25.341 8.043 -0.55 -0.46 0.25
C 11.998 -21.017 4.290 0.56 0.57 0.23
C 10.915 -22.015 4.735 1.74 -0.29 -0.36
C 11.359 -22.822 5.971 0.61 0.05 -0.25
O 12.615 -23.476 5.672 -0.75 1.49 -0.70
C 12.900 -24.516 6.525 -0.39 -0.78 0.73
N 9.625 -21.407 4.920 -0.06 0.26 0.26
H 12.932 -21.487 3.982 -0.18 -0.60 0.15
H 12.332 -20.304 5.044 -0.43 0.08 0.35
H 11.737 -20.426 3.411 -0.57 0.00 -0.03
H 10.974 -22.727 3.911 -0.52 -0.52 -0.17
H 10.590 -23.547 6.238 -0.13 -0.36 -0.18
H 11.499 -22.222 6.871 -0.02 0.43 -0.04
H 12.218 -25.336 6.300 0.21 -0.61 -0.08
H 12.703 -24.295 7.574 0.07 0.41 0.31
H 13.950 -24.797 6.446 -0.11 -0.10 -0.26
H 9.417 -20.749 4.182 0.02 0.06 -0.02
H 8.879 -22.087 4.945 -0.07 -0.09 0.11
```
Forces are in eV/Å.

Summary:
Spin multiplicity = 2
Net charge = -1
E_HOMO (spin up / spin down) = -0.63 / -5.11 eV

Values for total energy, hartree, ordered as above
-1272.0282, -2324.4753, -1191.9940